Entry from the OMol25 dataset: a cluster of 9 separate species, C26H67N18O11S2 in total in a non-equilibrium geometry (the ωB97M-V functional and the def2-TZVPD basis).

```
124
Properties=species:S:1:pos:R:3
C -1.463 3.852 2.768
C -2.896 3.625 2.276
O -3.777 3.212 3.325
C -4.001 1.805 3.320
C -4.237 1.370 4.770
O -3.443 0.245 5.181
C -2.084 0.510 5.175
N -1.352 -0.634 4.562
C 0.141 -0.409 4.561
C 0.819 -1.311 3.544
C 0.417 -0.972 2.078
C 0.588 -2.250 1.197
C -0.655 -2.812 0.513
C -1.136 -2.147 -0.793
S 0.197 -1.449 -1.822
C -0.606 0.018 -2.478
S -2.174 -0.079 -2.938
N 0.122 1.193 -2.651
C -0.427 2.349 -1.946
C -0.046 2.333 -0.479
O 1.353 2.324 -0.297
C 1.963 1.218 -0.937
C 1.567 1.080 -2.405
C -0.996 -0.386 2.126
C -1.823 -1.049 3.209
H -1.114 4.832 2.461
H -0.776 3.100 2.379
H -1.428 3.832 3.856
H -2.925 2.939 1.429
H -3.258 4.583 1.913
H -4.849 1.561 2.682
H -3.105 1.335 2.917
H -4.119 2.220 5.439
H -5.269 1.046 4.867
H -1.807 1.444 4.691
H -1.726 0.578 6.207
H -1.502 -1.436 5.173
H 0.367 0.645 4.420
H 0.491 -0.673 5.557
H 1.895 -1.221 3.642
H 0.534 -2.328 3.798
H 1.132 -0.222 1.750
H 0.955 -3.033 1.859
H 1.394 -2.070 0.493
H -0.442 -3.852 0.278
H -1.510 -2.842 1.184
H -1.628 -2.908 -1.389
H -1.887 -1.377 -0.657
H -1.503 2.421 -2.044
H -0.011 3.256 -2.383
H -0.537 1.470 -0.005
H -0.421 3.234 -0.002
H 3.038 1.387 -0.894
H 1.773 0.297 -0.389
H 2.034 1.904 -2.943
H 1.981 0.167 -2.824
H -1.535 -0.387 1.186
H -0.887 0.667 2.404
H -2.876 -0.844 3.054
H -1.720 -2.128 3.165
C 1.400 -4.780 5.587
O 1.328 -4.083 4.579
N 2.111 -5.933 5.618
N 0.772 -4.470 6.763
H 2.179 -6.520 6.435
H 2.589 -6.205 4.777
H 0.231 -3.629 6.796
H 0.839 -5.045 7.584
C -0.425 2.708 -6.015
O -0.990 3.468 -5.240
N -0.112 3.063 -7.298
N -0.058 1.444 -5.674
H 0.355 2.434 -7.933
H -0.360 3.989 -7.592
H -0.275 1.148 -4.738
H 0.401 0.813 -6.309
C 0.159 0.103 -9.942
O 0.415 0.381 -8.778
N 0.992 0.468 -10.959
N -0.960 -0.591 -10.297
H 0.817 0.249 -11.922
H 1.846 0.953 -10.716
H -1.582 -0.868 -9.561
H -1.185 -0.832 -11.243
C 1.902 4.641 -10.871
O 2.346 4.480 -11.997
N 0.965 3.800 -10.360
N 2.323 5.643 -10.044
H 0.557 3.888 -9.452
H 0.680 3.034 -10.944
H 3.019 6.270 -10.401
H 1.975 5.778 -9.114
C -3.276 6.954 4.395
O -2.667 6.887 3.339
N -4.188 6.005 4.761
N -3.088 7.973 5.284
H -4.705 6.026 5.619
H -4.331 5.247 4.117
H -2.423 8.682 5.035
H -3.578 8.049 6.155
C 2.910 -6.677 9.489
O 2.284 -7.364 8.691
N 4.263 -6.749 9.601
N 2.294 -5.793 10.330
H 4.797 -6.204 10.250
H 4.740 -7.397 9.001
H 1.295 -5.735 10.289
H 2.786 -5.227 10.996
C 4.712 2.252 -10.525
O 3.736 1.560 -10.779
N 5.621 1.892 -9.566
N 4.966 3.429 -11.163
H 6.429 2.437 -9.335
H 5.457 1.030 -9.080
H 4.306 3.715 -11.870
H 5.755 4.012 -10.960
C -0.690 -8.733 4.568
O -0.178 -8.662 3.466
N -1.549 -9.738 4.915
N -0.440 -7.806 5.544
H -1.978 -9.817 5.817
H -1.747 -10.432 4.219
H 0.193 -7.062 5.310
H -0.845 -7.836 6.460
```

Its total charge is +1. As for the strongest force on any atom: 2.1 eV/Å. The value obtained for the HOMO-LUMO gap is 7.448 eV.

Atomic partial charges in e from the Mulliken method, atoms 1 to 6: -1.19 -0.45 -0.44 0.95 -0.75 -0.40